This record from the OMol25 dataset describes a molecular structure, CHBr4O2P. The level of theory is ωB97M-V with the def2-TZVPD basis set.

Computed properties:
**LUMO**: -0.1672 eV
**Highest occupied orbital energy**: -0.3427 hartree
**Relative energy (zero: lowest compared OMol25 entry of this formula, charge and spin)**: 10.4 kcal per mole
**Electronic energy**: -10826.6462 hartree
**Gap between HOMO and LUMO**: 9.2 eV

Geometry as XYZ:
```
9
Properties=species:S:1:pos:R:3:forces:R:3
C 3.399 0.502 0.203 1.5 1.1 -0.6
O 0.037 -0.576 -0.582 2.1 -3.2 -1.2
O 2.293 0.264 0.413 -1.2 -0.5 0.4
P 0.033 -1.954 0.288 -0.6 -0.3 -0.9
Br 1.792 -2.847 -0.753 -0.1 -0.1 0.1
Br 4.699 -0.692 -0.515 0.1 0.0 0.1
Br 4.064 2.314 0.409 0.2 -0.2 0.0
Br 0.803 -1.502 2.308 0.2 0.2 0.5
H -0.434 0.124 -0.264 -2.1 3.0 1.5
```
Positions in Å, forces in eV/Å.

Atomic partial charges in e from the Mulliken method, atoms 1 to 4: 0.332, -0.396, -0.118, 0.373